Computed, not measured: an isolated molecule of C3H7NO2 at a distorted geometry, with ωB97M-V with the def2-TZVPD basis set.

Each line ends with the Löwdin charge.
Cartesian coordinates (Å):
C1 2.51745 -0.78024 -0.02384  -0.13
C2 0.42179 0.51565 -0.15151  -0.15
H1 -2.72241 0.81045 -0.59373  0.13
O1 -1.55765 -0.38752 0.87620  0.11
H2 2.78111 -0.15036 -0.86605  0.07
H3 3.14534 -0.62348 0.85360  0.07
H4 2.74455 -1.80850 -0.31257  0.08
N1 1.12312 -0.65658 0.32372  -0.13
O2 -1.80778 1.05734 -0.80378  0.10
H5 0.77320 1.39054 0.38751  0.13
C3 -1.06499 0.28666 0.01588  -0.52
H6 0.49726 -1.44114 0.36177  0.10
H7 0.55174 0.60146 -1.24139  0.12

The calculation puts the HOMO energy at -8.589 eV. As for the HOMO-LUMO gap: 0.3435 Ha. The structure (SMILES) is CNCC(=O)O. The energy relative to the best compared isomer or geometry (same formula, charge and spin) comes out at 113.8 kJ/mol.